1.
DFT (wB97M-V/def2-TZVPD) results for a structure of composition C28H45BeBrN2OP2.

Output
HOMO energy	-12.563	eV
E_LUMO	-0.2955	Eh
charge	+2
relative energy (zero: lowest compared OMol25 entry of this formula, charge and spin)	4.1	kJ/mol
orbital gap	4.524	eV

Cartesian coordinates (Å):
C 3.3448 -3.1879 1.4367
C 2.2826 -3.3156 0.5097
C 1.7277 -4.6019 0.3499
C 2.2412 -5.6686 1.1058
N 3.2038 -5.5070 2.0020
C 3.7645 -4.3131 2.1583
C 1.8225 -2.1635 -0.2442
C 2.0494 -1.1659 -1.0194
C 2.2232 -0.1800 -2.0234
C 1.5930 1.0903 -1.8607
C 1.5620 2.0162 -2.8946
C 2.1616 1.7037 -4.1293
C 2.8425 0.4775 -4.2792
C 2.8752 -0.4499 -3.2488
Be 0.5610 -0.9648 -0.2124
P -1.4104 1.7961 1.9884
H 0.8998 -4.7815 -0.3348
H 3.8238 -2.2242 1.6164
H 1.8178 -6.6665 0.9958
H 4.5565 -4.2215 2.9011
H 3.3840 -1.4087 -3.3680
H 1.0848 1.3226 -0.9157
H 3.3172 0.2553 -5.2273
H 1.0571 2.9654 -2.7256
C -1.9341 3.2868 1.0425
C -3.4096 3.6539 1.0717
H -1.6092 3.1048 0.0037
H -1.3195 4.1180 1.4220
H -3.5469 4.6198 0.5716
H -4.0243 2.9243 0.5352
H -3.7960 3.7507 2.0914
C -2.9214 0.8411 2.4318
C -2.5492 -0.4391 3.1887
H -3.4696 0.5927 1.5118
H -3.5721 1.4754 3.0438
H -3.4229 -1.0983 3.2661
H -1.7642 -1.0004 2.6660
H -2.1891 -0.2275 4.2046
C -0.9617 2.5019 3.6205
C -2.0935 3.1141 4.4385
H -0.1879 3.2612 3.4289
H -0.4813 1.6882 4.1881
H -1.6815 3.5063 5.3760
H -2.5851 3.9418 3.9151
H -2.8485 2.3707 4.7111
Br 2.0636 2.8964 -5.4752
P -0.8895 -1.2560 -1.6561
C -1.9662 0.0877 -0.7784
C -3.3125 0.4959 -1.3537
H -1.3203 0.9866 -0.7293
H -2.0879 -0.2911 0.2480
H -3.9258 1.0196 -0.6029
H -3.2007 1.1765 -2.2078
H -3.8681 -0.3860 -1.6832
C -0.8711 -0.5044 -3.3417
C -1.8963 -0.8842 -4.4215
H 0.1467 -0.6847 -3.7155
H -0.9608 0.5780 -3.1672
H -1.7081 -0.2627 -5.3086
H -1.8007 -1.9194 -4.7584
H -2.9332 -0.6913 -4.1168
C -0.5069 -3.0922 -2.0212
C -1.1756 -3.9731 -3.0881
H -0.6340 -3.5851 -1.0405
H 0.5784 -3.0820 -2.2356
H -0.6636 -4.9505 -3.1203
H -2.2163 -4.1825 -2.8211
H -1.1348 -3.5579 -4.1009
C 2.4924 1.8903 3.2053
N 2.2681 1.6645 1.7700
C 3.3032 2.3019 0.9248
C 1.9347 0.4140 1.3408
O 0.7475 -0.0033 1.0439
H 2.8588 2.9121 3.3062
H 3.2372 1.2029 3.6112
H 1.5571 1.7558 3.7418
H 3.9520 1.5694 0.4208
H 2.8292 2.8729 0.1186
H 3.9014 2.9743 1.5453
H 2.7841 -0.2854 1.1576

=====

2.
DFT (wB97M-V/def2-TZVPD) results for a structure of composition C25H21CuNOPS4Sb.

Output
HOMO energy (alpha / beta)	-0.119 / -1.412	eV
2S+1	2
E_LUMO (alpha / beta)	0.1561 / 0.1560	Eh
charge	-2
relative energy (zero: lowest compared OMol25 entry of this formula, charge and spin)	88.3	kJ/mol
⟨S²⟩	0.777
orbital gap (alpha / beta)	4.367 / 5.658	eV

Cartesian coordinates (Å):
Cu -0.2213 -0.2923 0.5334
O -0.9598 0.5794 2.7009
C 0.1081 0.1808 2.2738
C 1.4203 0.1453 2.7931
C 1.6485 0.1107 4.2012
C 2.9150 -0.1095 4.6824
C 3.9981 -0.2872 3.8059
C 3.7805 -0.2447 2.4267
C 2.5201 -0.0154 1.9121
P 1.8903 -0.0321 0.1551
C 2.7310 1.4706 -0.4891
C 3.0349 1.6657 -1.8405
C 3.6471 2.8356 -2.2655
C 3.9784 3.8297 -1.3566
C 3.6950 3.6454 -0.0123
C 3.0778 2.4784 0.4141
C 2.9366 -1.4253 -0.3951
C 4.1758 -1.2725 -1.0116
C 4.8989 -2.3918 -1.4000
C 4.3910 -3.6633 -1.1839
C 3.1676 -3.8210 -0.5491
C 2.4538 -2.7080 -0.1379
H 0.8012 0.2267 4.8674
H 3.0871 -0.1618 5.7528
H 4.9911 -0.4667 4.2025
H 4.6109 -0.3873 1.7413
H 2.8033 0.8933 -2.5578
H 3.8672 2.9714 -3.3179
H 4.4616 4.7397 -1.6947
H 3.9666 4.4065 0.7101
H 2.8559 2.3369 1.4639
H 4.5807 -0.2848 -1.1904
H 5.8588 -2.2657 -1.8896
H 4.9449 -4.5313 -1.5239
H 2.7457 -4.8067 -0.4067
H 1.4970 -2.8261 0.3598
S -2.9408 -1.3700 -2.6229
Sb -0.9604 -2.1008 -1.7192
S 0.5650 -0.2795 -2.0300
S -1.1998 -2.3116 0.6795
S -0.1087 -4.0314 -2.5976
C -3.5306 5.1096 -0.1092
C -2.6760 3.8733 -0.1012
C -3.0783 2.6990 -0.7186
C -2.2821 1.5665 -0.6410
N -1.1225 1.5490 0.0145
C -0.7143 2.6824 0.5878
C -1.4473 3.8504 0.5544
H -4.3242 5.0264 -0.8513
H -2.9352 5.9979 -0.3254
H -3.9927 5.2478 0.8712
H -4.0131 2.6464 -1.2643
H -2.5827 0.6478 -1.1425
H 0.2456 2.6440 1.0904
H -1.0704 4.7389 1.0486

=====

3.
DFT (wB97M-V/def2-TZVPD) results for a cluster of 5 separate species, C48H60BF14N3O3PS3 in total.

Output
HOMO energy	-10.601	eV
E_LUMO	-0.1146	Eh
charge	+1
relative energy (zero: lowest compared OMol25 entry of this formula, charge and spin)	150.6	kJ/mol
orbital gap	7.482	eV

Cartesian coordinates (Å):
C 1.1545 -4.9708 2.1004
C 0.0236 -4.1129 2.7078
C -1.2219 -4.0125 1.8004
C -0.8936 -3.5625 0.3775
C -2.0303 -3.7881 -0.6342
C -1.7560 -3.2021 -2.0361
C -0.3437 -3.5466 -2.6079
C 0.5862 -2.3535 -2.3518
C 2.0635 -2.5661 -2.7753
C 3.0846 -2.0031 -1.7397
C 2.7595 -0.5669 -1.3556
N 2.5443 0.1781 -2.6371
C 2.7066 1.6405 -2.5118
P 2.0415 2.4287 -4.0704
S 1.3208 1.1347 -5.3285
C 2.0451 2.0604 -1.1667
C 1.7217 3.5705 -1.0608
C 0.2478 3.8659 -0.7716
C -0.7274 3.5010 -1.8896
F -0.5029 2.2978 -2.4557
F -0.7385 4.4913 -2.7971
C -2.1836 3.4904 -1.2961
F -3.0109 3.6684 -2.3362
F -2.3444 4.5336 -0.4928
C -2.5643 2.1155 -0.6641
F -2.9307 1.3225 -1.6683
F -1.5100 1.5044 -0.0931
C -3.6616 2.2038 0.4249
F -4.6241 3.0428 0.1061
F -3.0520 2.7525 1.4953
C -4.2314 0.8469 0.9150
F -5.0322 1.1502 1.9457
F -3.3057 0.0299 1.3907
C -5.1150 0.0494 -0.1154
F -6.0364 -0.6087 0.5348
F -4.3255 -0.8812 -0.6685
F -5.5937 0.7678 -1.0913
C 2.9649 1.5348 -0.0116
S 2.1218 1.5856 1.5702
O 1.4782 2.8446 1.7337
O 1.1482 0.5706 1.6987
F 3.1581 1.5437 2.7628
C 3.6811 0.1469 -0.3520
N 5.0350 0.5455 -0.8405
C 5.8343 -0.2981 -1.1025
S 6.7994 -1.4893 -1.3403
B 3.8934 -0.8003 0.9596
N 4.9729 -0.6190 1.9107
O 2.9944 -1.7712 1.2624
H 0.7204 -5.8820 1.6785
H 1.9440 -5.2041 2.8169
H 1.6245 -4.4106 1.2845
H 0.4296 -3.1161 2.9163
H -0.2691 -4.5711 3.6568
H -1.8472 -3.2429 2.2672
H -1.7860 -4.9504 1.8214
H -0.6944 -2.4795 0.4261
H 0.0205 -4.0083 -0.0269
H -2.3004 -4.8480 -0.6682
H -2.9004 -3.2416 -0.2460
H -1.8496 -2.1113 -1.9738
H -2.5237 -3.5734 -2.7188
H -0.4753 -3.7009 -3.6817
H 0.0414 -4.4521 -2.1326
H 0.1946 -1.5228 -2.9668
H 0.4630 -2.0377 -1.3114
H 2.2672 -3.6273 -2.9286
H 2.2038 -2.0977 -3.7591
H 3.0953 -2.7111 -0.9117
H 4.0599 -2.0946 -2.2327
H 1.7762 -0.6075 -0.8764
H 3.1115 -0.1841 -3.4101
H 1.5558 0.0219 -2.8937
H 3.7518 1.9556 -2.4316
H 3.1327 3.0926 -4.6840
H 1.0929 3.4398 -3.8311
H 1.0949 1.5261 -1.0273
H 2.0529 4.1832 -1.9056
H 2.2787 3.9569 -0.2026
H 0.1591 4.9468 -0.6407
H -0.1270 3.4290 0.1552
H 3.7586 2.2900 0.0473
H 5.6357 -1.3859 1.8437
H 5.4280 0.2775 1.7670
H 2.9633 -1.9096 2.2208
C 2.0058 0.8929 8.1344
C 1.8060 1.5146 6.9097
C 2.7830 1.4431 5.9258
C 3.9568 0.7406 6.1662
C 4.1560 0.1170 7.3905
C 3.1822 0.1962 8.3759
H 1.2448 0.9522 8.9020
H 0.8881 2.0579 6.7213
H 2.6283 1.9318 4.9752
H 4.7179 0.6785 5.3969
H 5.0711 -0.4313 7.5765
H 3.3393 -0.2859 9.3324
C 1.8153 4.7142 4.1746
C 2.2503 5.1162 5.4214
C 1.5802 6.1105 6.1178
C 0.4534 6.6991 5.5521
C 0.0094 6.2902 4.2967
C 0.6953 5.2960 3.6089
H 2.3513 3.9412 3.6439
H 3.1285 4.6470 5.8488
H 1.9299 6.4258 7.0925
H -0.0796 7.4735 6.0887
H -0.8700 6.7455 3.8585
H 0.3567 4.9778 2.6309
C -6.6173 -4.5982 3.0218
C -6.3628 -3.5368 2.1641
C -7.0005 -3.4700 0.9328
C -7.8999 -4.4610 0.5627
C -8.1569 -5.5206 1.4217
C -7.5128 -5.5914 2.6495
H -6.1178 -4.6516 3.9811
H -5.6656 -2.7603 2.4559
H -6.7982 -2.6501 0.2632
H -8.4009 -4.4068 -0.3957
H -8.8596 -6.2924 1.1339
H -7.7098 -6.4206 3.3172
C -1.0660 0.4635 -8.7298
C -1.3067 0.9882 -9.9919
C -0.3250 0.9205 -10.9710
C 0.8948 0.3198 -10.6909
C 1.1345 -0.2081 -9.4298
C 0.1556 -0.1326 -8.4486
H -1.8309 0.5190 -7.9650
H -2.2603 1.4509 -10.2127
H -0.5109 1.3353 -11.9535
H 1.6585 0.2630 -11.4561
H 2.0856 -0.6783 -9.2118
H 0.3442 -0.5408 -7.4633

=====

4.
DFT (wB97M-V/def2-TZVPD) results for the molecule C4H7NO.

Output
HOMO energy	-9.497	eV
E_LUMO	0.0329	Eh
charge	0
relative energy (zero: lowest compared OMol25 entry of this formula, charge and spin)	318.8	kJ/mol
SMILES string	CC(=O)[C@H]1CN1
orbital gap	10.391	eV

Cartesian coordinates (Å):
C 2.1294 -0.3173 0.4711
C 0.6699 0.2286 0.2624
O 0.4233 1.3194 0.7431
C -0.4534 -0.4733 -0.5039
C -2.1250 -0.1551 -0.0887
N -1.5938 0.6560 -1.0676
H 2.4553 -1.1737 -0.1337
H 2.2517 -0.5980 1.5300
H 2.8411 0.5088 0.3035
H -0.0780 -0.9460 -1.4232
H -2.2443 0.2306 0.9332
H -2.9612 -0.8163 -0.3829
H -1.3150 1.5365 -0.6432

=====

5.
DFT (wB97M-V/def2-TZVPD) results for a structure of composition C12H30IN2O4.

Output
HOMO energy	-3.702	eV
E_LUMO	0.0819	Eh
charge	-1
relative energy (zero: lowest compared OMol25 entry of this formula, charge and spin)	963.3	kJ/mol
orbital gap	5.931	eV

Cartesian coordinates (Å):
I 27.6348 -74.3739 -21.0468
C 31.4923 -77.0049 -22.1386
O 30.6833 -78.0598 -21.7527
C 29.4529 -77.5958 -21.0991
C 28.3301 -77.4715 -22.1619
N 27.1637 -77.1137 -21.5050
C 26.0310 -77.0517 -22.4996
C 24.7862 -76.2855 -21.9499
O 23.7068 -76.4757 -22.9302
C 22.3881 -76.2894 -22.4703
H 31.8255 -76.4716 -21.2372
H 31.1839 -76.5358 -22.8730
H 32.3365 -77.7307 -22.3367
H 29.6011 -76.8360 -20.3695
H 29.2481 -78.3380 -20.3675
H 28.1949 -78.3902 -22.5543
H 28.4949 -76.8578 -23.1313
H 27.3427 -76.1671 -21.2532
H 25.9515 -78.1758 -22.8124
H 26.3701 -76.5143 -23.3557
H 24.8622 -75.2514 -21.6976
H 24.4081 -76.8528 -21.1516
H 21.4990 -76.0155 -23.2637
H 22.2471 -75.4072 -22.1531
H 22.1208 -76.8586 -21.6174
C 33.6324 -77.9562 -10.1801
O 32.9351 -77.1198 -11.1389
C 33.1315 -77.4874 -12.4353
C 32.4077 -76.3728 -13.2510
N 32.4363 -76.6459 -14.7908
C 31.5308 -75.7462 -15.3906
C 31.2962 -76.0868 -16.8248
O 30.5500 -75.1057 -17.3570
C 30.3608 -75.2867 -18.8781
H 34.5955 -78.2751 -10.1695
H 33.1783 -78.9576 -10.2286
H 33.5111 -77.7553 -9.1739
H 32.6831 -78.3861 -12.6351
H 34.0610 -77.5048 -12.5085
H 33.0497 -75.4095 -13.0304
H 31.3937 -76.2768 -12.7022
H 32.1410 -77.5055 -15.0414
H 32.0584 -74.8788 -15.2757
H 30.5238 -75.9646 -14.9201
H 30.6499 -76.9991 -17.0083
H 32.2742 -76.2366 -17.3412
H 29.8571 -75.9693 -18.9881
H 31.2910 -75.2087 -19.3697
H 29.9653 -74.2600 -19.1963

=====

> Which of these has the lowest relative energy (zero: lowest compared OMol25 entry of this formula, charge and spin)?

C28H45BeBrN2OP2

=====

> Which value of relative energy (zero: lowest compared OMol25 entry of this formula, charge and spin) does entry 1 give?

4.1 kJ/mol